10
Properties=species:S:1:pos:R:3:nbo_charge:R:1 method="wB97M-V/def2-TZVPD" total_charge=+1 homo_ev="-13.4 / -13.6" homo_lumo_gap_ev="8.4573 / 8.6884"
C -2.614 -0.336 -0.090 0.485
C -0.312 -0.114 0.644 -0.372
N 0.192 0.205 -0.717 -0.728
O -2.458 -0.399 -1.265 -0.491
Cl -3.819 -0.050 0.964 0.225
H -0.253 -1.165 0.955 0.236
H -0.462 0.606 1.491 0.260
H 0.218 1.273 -0.833 0.465
H -0.436 -0.212 -1.407 0.459
H 1.180 -0.208 -0.820 0.461


69
Properties=species:S:1:pos:R:3:nbo_charge:R:1 method="wB97M-V/def2-TZVPD" smiles="Cc1ccc2[nH]c(=O)c(CN(CCCN3CCOCC3)Cc3nnnn3C3CCCC3)cc2c1" total_charge=0 homo_ev=-8.1 homo_lumo_gap_ev=8.4888
C -6.966 -2.718 -1.475 -0.625
C -6.034 -1.937 -0.602 -0.028
C -6.461 -0.731 -0.032 -0.177
C -5.623 0.026 0.753 -0.247
C -4.319 -0.406 0.991 0.260
N -3.449 0.326 1.754 -0.581
C -2.128 0.022 1.990 0.631
O -1.444 0.765 2.676 -0.645
C -1.666 -1.216 1.370 -0.137
C -0.210 -1.539 1.546 -0.237
N 0.622 -0.678 0.712 -0.437
C 2.029 -0.718 1.089 -0.220
C 2.724 0.611 0.793 -0.398
C 4.209 0.543 1.151 -0.212
N 4.901 -0.483 0.388 -0.452
C 6.129 -0.925 1.028 -0.246
C 6.720 -2.083 0.224 -0.073
O 6.990 -1.705 -1.105 -0.521
C 5.816 -1.246 -1.730 -0.072
C 5.202 -0.069 -0.972 -0.253
C 0.431 -0.944 -0.704 -0.276
C -0.840 -0.383 -1.227 0.350
N -1.697 -1.007 -2.007 -0.324
N -2.674 -0.146 -2.255 -0.069
N -2.464 0.964 -1.682 -0.082
N -1.310 0.869 -1.016 -0.190
C -0.709 1.962 -0.299 -0.075
C -1.762 2.922 0.287 -0.422
C -1.436 4.308 -0.280 -0.402
C 0.044 4.223 -0.644 -0.398
C 0.161 2.822 -1.233 -0.408
C -2.516 -1.996 0.665 -0.089
C -3.872 -1.617 0.434 -0.146
C -4.748 -2.366 -0.359 -0.148
H -7.088 -2.210 -2.431 0.223
H -6.578 -3.715 -1.665 0.215
H -7.948 -2.802 -1.013 0.215
H -7.468 -0.389 -0.221 0.212
H -5.962 0.958 1.181 0.209
H -3.783 1.189 2.168 0.413
H 0.054 -1.331 2.585 0.230
H -0.036 -2.607 1.329 0.172
H 2.569 -1.530 0.580 0.189
H 2.089 -0.898 2.163 0.201
H 2.611 0.870 -0.260 0.188
H 2.254 1.399 1.383 0.217
H 4.670 1.535 1.004 0.174
H 4.298 0.286 2.209 0.196
H 5.900 -1.266 2.039 0.204
H 6.872 -0.109 1.087 0.168
H 7.672 -2.403 0.652 0.194
H 6.011 -2.924 0.235 0.165
H 6.102 -0.948 -2.740 0.195
H 5.079 -2.062 -1.783 0.164
H 4.283 0.236 -1.473 0.201
H 5.910 0.780 -0.985 0.170
H 1.254 -0.483 -1.258 0.224
H 0.433 -2.023 -0.935 0.206
H -0.106 1.511 0.494 0.269
H -1.684 2.915 1.374 0.230
H -2.763 2.605 0.002 0.233
H -2.023 4.490 -1.181 0.202
H -1.645 5.103 0.433 0.211
H 0.658 4.299 0.254 0.197
H 0.352 4.997 -1.345 0.214
H -0.268 2.808 -2.238 0.211
H 1.189 2.468 -1.288 0.208
H -2.165 -2.913 0.213 0.221
H -4.388 -3.285 -0.797 0.212


12
Properties=species:S:1:pos:R:3:nbo_charge:R:1 method="wB97M-V/def2-TZVPD" smiles=CO.CS total_charge=0 homo_ev=-9.1 homo_lumo_gap_ev=9.7827
C 0.975 -0.253 2.152 -0.248
O 0.106 -0.273 3.219 -0.698
H 2.049 -0.232 2.460 0.154
H 0.860 -1.070 1.428 0.149
H 0.803 0.614 1.511 0.181
H 0.211 -1.256 3.632 0.462
C 0.706 -0.286 -1.772 -0.700
S -1.001 0.560 -1.933 -0.121
H 0.564 -1.392 -1.999 0.216
H 1.104 -0.313 -0.750 0.212
H 1.429 0.135 -2.459 0.232
H -1.937 -0.024 -0.930 0.159


15
Properties=species:S:1:pos:R:3:nbo_charge:R:1 method="wB97M-V/def2-TZVPD" smiles="C[C@@H](S)CC(O)=S" total_charge=0 homo_ev=-8.5 homo_lumo_gap_ev=8.9085
C -0.452 1.466 -0.702 -0.645
C -0.740 0.264 0.325 -0.276
S -1.783 -1.193 -0.431 -0.048
C 0.589 0.024 1.140 -0.511
C 1.429 -0.911 0.174 0.250
O 0.769 -2.099 -0.154 -0.727
S 2.835 -0.440 -0.572 -0.079
H -1.303 2.126 -0.993 0.228
H 0.099 1.327 -1.652 0.239
H 0.003 2.228 -0.244 0.217
H -1.584 0.406 1.102 0.238
H -1.367 -1.215 -1.740 0.158
H 0.616 -0.598 2.106 0.232
H 1.116 0.831 1.424 0.238
H -0.228 -2.215 0.218 0.486


Relative energy (zero: lowest compared OMol25 entry of this formula, charge and spin): 15.07, 18.53, 38.63, 57.69 (kcal per mole)